Entry 1:
# C3H4N2O

A single C3H4N2O molecule at a distorted geometry (ωB97M-V with the def2-TZVPD basis set, the OMol25 dataset).

```
! wB97M-V def2-TZVPD RIJCOSX def2/J DEFGRID3
* xyz 0 1
O 1.4012 1.5009 -0.4556
C 0.4168 0.6078 -0.1932
C 0.1312 -0.1471 0.9549
N -1.0328 -0.8024 0.6014
N -1.4529 -0.6004 -0.6201
C -0.5744 0.2673 -1.1272
H 1.8749 1.7051 0.3605
H 0.5999 -1.0920 1.2289
H -1.5714 -1.3130 1.2824
H -0.6526 0.5774 -2.1559
*
```

Properties
- Highest occupied orbital energy: -8.9 eV
- Molar mass: 84.08 g mol⁻¹
- Relative energy (zero: lowest compared OMol25 entry of this formula, charge and spin): 264.3 kJ/mol
- Kohn-Sham gap: 9.71 eV


Entry 2:
# C3H4N2O

A single C3H4N2O molecule at a distorted geometry (ωB97M-V with the def2-TZVPD basis set, the OMol25 dataset).

```
! wB97M-V def2-TZVPD RIJCOSX def2/J DEFGRID3
* xyz 0 1
C 0.1563 0.3484 0.6683
C 0.9947 -0.3494 -0.3833
C -1.1762 -0.1195 0.2025
H 1.2650 1.5118 1.7112
H 0.3463 -0.2749 1.5788
H 2.0186 -0.2787 -0.2267
H -2.0290 0.3152 0.6568
N 0.3204 -1.0880 -1.1378
N -1.1217 -0.9532 -0.7898
O 0.5199 1.7172 0.8561
*
```

Properties
- Highest occupied orbital energy: -10.2 eV
- Molar mass: 84.08 g mol⁻¹
- Relative energy (zero: lowest compared OMol25 entry of this formula, charge and spin): 362.2 kJ/mol
- Kohn-Sham gap: 9.99 eV